Record 1
Below is C32H45AgAsBN6OS as an isolated structure at a distorted geometry, with properties calculated with ωB97M-V with the def2-TZVPD basis set.

Last column: Löwdin charge in e.
Element x y z (Å)
Ag: -0.628 0.665 -0.890  0.74
C: 0.483 3.726 -2.801  -0.04
C: -0.948 3.762 -2.313  -0.37
C: -1.898 4.808 -2.375  0.04
C: -3.012 4.181 -1.769  -0.27
C: -4.262 4.836 -1.349  -0.04
N: -2.681 2.917 -1.456  0.01
N: -1.386 2.619 -1.847  0.05
B: -3.465 1.980 -0.675  -0.54
N: -2.797 1.767 0.775  -0.01
N: -1.591 2.283 1.169  0.09
C: -1.421 1.873 2.403  -0.37
C: -0.254 2.406 3.200  -0.04
C: -2.520 1.081 2.828  -0.01
C: -3.382 1.101 1.766  -0.34
C: -4.602 0.322 1.623  -0.03
N: -3.612 0.473 -1.175  0.02
N: -2.619 -0.449 -1.050  0.02
C: -3.115 -1.629 -1.424  -0.38
C: -2.231 -2.804 -1.459  -0.05
C: -4.505 -1.538 -1.633  0.00
C: -4.780 -0.164 -1.541  -0.29
C: -6.149 0.392 -1.741  -0.03
H: 0.517 3.720 -3.913  0.08
H: 0.985 2.848 -2.370  0.06
H: 1.001 4.657 -2.581  0.07
H: -1.776 5.811 -2.783  0.11
H: -4.249 5.853 -1.684  0.07
H: -4.469 4.877 -0.249  0.11
H: -5.077 4.415 -1.923  0.08
H: -4.511 2.445 -0.532  0.10
H: -0.634 2.784 4.130  0.06
H: 0.279 3.241 2.795  0.06
H: 0.451 1.600 3.500  0.07
H: -2.602 0.384 3.655  0.10
H: -5.422 0.921 1.145  0.10
H: -4.988 0.024 2.566  0.06
H: -4.433 -0.669 1.046  0.10
H: -1.446 -2.590 -2.213  0.09
H: -2.851 -3.636 -1.755  0.07
H: -1.753 -2.952 -0.497  -0.02
H: -5.105 -2.350 -2.044  0.11
H: -6.283 1.380 -1.452  0.03
H: -6.866 -0.256 -1.120  0.12
H: -6.398 0.349 -2.817  0.09
O: 1.587 0.113 -1.229  -0.64
S: 2.312 -1.262 -1.179  0.99
C: 3.134 -1.431 0.438  -0.26
C: 3.716 -0.108 0.968  -0.26
C: 2.919 1.024 1.112  -0.04
C: 3.412 2.272 1.553  -0.04
C: 4.749 2.355 1.901  -0.09
C: 5.545 1.253 1.746  -0.09
C: 5.039 0.095 1.220  -0.08
C: 3.831 -0.790 -2.166  -0.24
C: 4.745 -1.978 -2.237  -0.31
C: 4.330 -3.098 -2.910  -0.07
C: 5.190 -4.164 -3.154  -0.07
C: 6.465 -4.188 -2.536  -0.06
C: 6.878 -3.068 -1.748  -0.08
C: 6.024 -1.993 -1.644  -0.07
H: 3.946 -2.194 0.354  0.11
H: 2.321 -1.817 1.085  0.06
H: 1.873 0.901 0.984  0.07
H: 2.697 3.059 1.474  0.10
H: 5.186 3.297 2.277  0.12
H: 6.548 1.420 1.957  0.09
H: 5.733 -0.705 1.189  0.10
H: 4.309 0.076 -1.671  0.11
H: 3.407 -0.467 -3.096  0.09
H: 3.325 -3.145 -3.305  0.11
H: 4.806 -5.010 -3.722  0.10
H: 7.145 -5.046 -2.573  0.10
H: 7.837 -3.076 -1.216  0.11
H: 6.374 -1.023 -1.177  0.13
C: 0.109 -1.509 3.077  -0.37
As: -0.442 -2.952 1.874  1.07
C: -2.337 -3.173 2.424  -0.31
C: 0.338 -4.313 3.066  -0.37
H: 0.343 -0.560 2.588  -0.02
H: 0.930 -1.732 3.754  0.02
H: -0.656 -1.141 3.808  0.03
H: -2.390 -2.981 3.504  0.03
H: -2.694 -4.152 2.218  0.00
H: -2.974 -2.460 1.854  0.01
H: 0.302 -4.058 4.113  0.01
H: 1.381 -4.470 2.789  0.01
H: -0.283 -5.265 3.061  0.04

Output
- E_HOMO (Ha) = -0.2891
- lowest unoccupied orbital energy (eV) = 0.5


Record 2
Below is C32H45BiN12O7P2 as an isolated structure at a distorted geometry, with properties calculated with ωB97M-V with the def2-TZVPD basis set.

Last column: Löwdin charge in e.
Element x y z (Å)
Bi: 0.232 -0.222 -0.166  2.05
C: 2.888 -4.539 -4.752  -0.04
C: 1.815 -3.661 -4.174  -0.26
C: 1.409 -2.489 -4.854  -0.02
C: 0.441 -1.685 -4.342  -0.01
C: -0.199 -1.976 -3.098  -0.22
N: -1.215 -1.287 -2.589  0.11
C: -2.149 -0.608 -3.308  -0.20
C: -2.376 -0.874 -4.675  0.00
C: -3.409 -0.307 -5.381  -0.03
C: -4.307 0.547 -4.751  -0.26
C: -5.486 1.121 -5.483  -0.04
C: -4.124 0.797 -3.398  0.02
C: -3.072 0.263 -2.664  -0.10
N: -3.032 0.586 -1.283  -0.09
C: -3.682 1.631 -0.716  -0.06
C: -3.610 1.476 0.644  -0.05
C: -2.863 0.303 0.825  -0.18
N: -2.490 -0.213 -0.338  0.02
C: 0.312 -3.105 -2.348  -0.11
C: 1.269 -3.944 -2.948  0.02
N: -0.115 -3.361 -1.068  -0.06
C: 0.072 -4.563 -0.356  -0.01
C: -0.371 -4.419 0.887  0.05
C: -0.842 -3.000 1.031  -0.37
N: -0.712 -2.449 -0.312  -0.02
H: 2.832 -4.558 -5.840  0.08
H: 2.798 -5.559 -4.380  0.08
H: 3.877 -4.161 -4.479  0.09
H: 1.902 -2.219 -5.779  0.12
H: 0.180 -0.760 -4.838  0.13
H: -1.731 -1.587 -5.168  0.10
H: -3.536 -0.542 -6.431  0.12
H: -5.310 1.129 -6.558  0.08
H: -5.695 2.139 -5.155  0.08
H: -6.379 0.520 -5.295  0.09
H: -4.859 1.413 -2.896  0.11
H: -4.135 2.411 -1.299  0.12
H: -4.010 2.129 1.399  0.09
H: -2.540 -0.170 1.736  0.08
H: 1.660 -4.785 -2.390  0.11
H: 0.467 -5.441 -0.836  0.12
H: -0.361 -5.139 1.686  0.12
H: -1.889 -2.886 1.345  0.16
C: -2.299 1.557 4.247  -0.10
N: -0.875 1.259 4.155  -0.29
C: -0.507 -0.016 4.756  -0.09
P: -0.067 1.946 2.883  0.50
O: -0.432 1.743 1.467  -0.36
O: 1.437 1.506 3.261  -0.26
P: 2.651 0.863 2.422  0.50
O: 2.368 0.614 0.996  -0.33
N: 3.831 2.038 2.671  -0.28
C: 5.041 1.676 1.919  -0.11
C: 3.418 3.414 2.387  -0.10
N: 3.111 -0.417 3.329  -0.29
C: 3.312 -1.752 2.790  -0.08
C: 3.576 -0.185 4.688  -0.10
N: -0.177 3.562 3.227  -0.30
C: 0.143 4.089 4.540  -0.10
C: -0.197 4.548 2.155  -0.09
H: -2.582 1.652 5.298  0.09
H: -2.912 0.767 3.801  0.08
H: -2.511 2.497 3.738  0.08
H: -0.598 0.072 5.843  0.09
H: 0.514 -0.276 4.494  0.06
H: -1.150 -0.828 4.410  0.08
H: 5.326 0.649 2.154  0.08
H: 5.852 2.342 2.216  0.09
H: 4.892 1.752 0.836  0.09
H: 2.589 3.685 3.038  0.05
H: 3.115 3.555 1.342  0.10
H: 4.259 4.074 2.601  0.09
H: 2.840 -1.826 1.812  0.05
H: 2.845 -2.487 3.449  0.09
H: 4.380 -1.988 2.702  0.09
H: 3.254 0.798 5.024  0.07
H: 4.668 -0.235 4.755  0.09
H: 3.151 -0.940 5.354  0.09
H: 0.132 3.282 5.270  0.08
H: -0.600 4.838 4.827  0.09
H: 1.129 4.567 4.555  0.08
H: -0.356 4.043 1.205  0.08
H: 0.743 5.107 2.107  0.08
H: -1.011 5.260 2.319  0.09
O: -0.180 -0.939 1.942  -0.43
O: 0.010 -2.374 1.965  -0.17
C: 4.208 -1.842 -1.147  0.01
C: 2.796 -1.301 -1.020  -0.75
O: 2.054 -1.859 -0.141  -0.20
O: 2.406 -0.346 -1.714  -0.08
H: 4.200 -2.923 -1.023  0.08
H: 4.792 -1.405 -0.334  0.08
H: 4.650 -1.559 -2.100  0.08
N: -0.359 1.610 -1.739  -0.02
C: 0.216 2.270 -2.528  -0.36
N: 0.824 3.027 -3.330  0.06
C: 0.741 3.239 -4.612  -0.43
N: 0.730 3.486 -5.746  0.06

Output
- energy relative to the best compared isomer or geometry (same formula, charge and spin) (kJ/mol) = 32.5
- E_HOMO (spin up / spin down) (Ha) = -0.2708 / -0.2698
- lowest unoccupied orbital energy (spin up / spin down) (eV) = -1.0 / -1.6


Record 3
Below is C32H45CoN3O2PS as an isolated structure at a distorted geometry, with properties calculated with ωB97M-V with the def2-TZVPD basis set.

Last column: Mulliken spin population.
Element x y z (Å)
Co: -0.615 -0.305 -0.144  0.97
C: -2.084 1.005 -2.537  0.00
N: -2.222 0.877 -1.083  0.04
C: -3.478 0.181 -0.756  0.01
C: -2.173 2.177 -0.433  -0.04
C: -2.891 3.261 -0.920  0.00
C: -2.823 4.502 -0.308  0.00
C: -2.012 4.638 0.817  0.00
C: -1.310 3.562 1.317  0.00
C: -1.377 2.282 0.719  0.04
N: -0.669 1.192 1.161  -0.03
C: -0.557 1.102 2.549  0.03
C: -1.638 1.529 3.349  -0.01
C: -1.594 1.565 4.725  0.00
C: -0.451 1.137 5.390  0.00
C: 0.588 0.634 4.632  0.00
C: 0.549 0.585 3.239  -0.02
N: 1.625 -0.077 2.541  0.01
C: 2.930 0.497 2.815  0.00
C: 1.599 -1.503 2.878  0.01
H: -2.973 1.454 -2.997  0.00
H: -1.225 1.637 -2.754  0.00
H: -1.935 0.012 -2.960  0.00
H: -4.343 0.801 -1.022  0.00
H: -3.511 -0.761 -1.301  0.00
H: -3.497 -0.034 0.312  0.00
H: -3.515 3.131 -1.796  0.00
H: -3.385 5.341 -0.698  0.00
H: -1.918 5.602 1.304  0.00
H: -0.677 3.691 2.187  0.00
H: -2.542 1.846 2.843  0.00
H: -2.459 1.909 5.279  0.00
H: -0.386 1.159 6.471  0.00
H: 1.461 0.237 5.138  0.00
H: 3.278 0.333 3.847  0.00
H: 3.674 0.044 2.151  0.00
H: 2.909 1.571 2.627  0.00
H: 1.813 -1.670 3.945  0.00
H: 0.615 -1.912 2.652  0.00
H: 2.357 -2.034 2.300  0.00
O: -1.733 -3.025 2.737  0.00
C: -1.745 -2.567 1.597  0.00
O: -1.240 -1.433 1.280  -0.02
C: -2.415 -3.369 0.498  0.00
C: -3.319 -4.348 0.913  0.00
C: -3.984 -5.161 0.016  0.00
C: -3.724 -5.009 -1.343  0.00
C: -2.823 -4.055 -1.770  0.00
C: -2.152 -3.207 -0.870  0.01
S: -1.019 -2.080 -1.606  -0.05
H: -3.470 -4.447 1.980  0.00
H: -4.689 -5.906 0.365  0.00
H: -4.222 -5.637 -2.072  0.00
H: -2.614 -3.940 -2.827  0.00
C: 1.344 0.802 -4.074  0.00
C: 2.040 -0.159 -3.113  0.01
C: 1.841 -1.598 -3.602  0.00
P: 1.545 0.064 -1.326  0.04
C: 2.219 1.747 -0.860  -0.01
C: 1.233 2.862 -1.217  0.01
C: 3.609 2.168 -1.338  0.00
C: 2.715 -1.115 -0.475  0.00
C: 4.122 -1.292 -1.055  0.00
C: 2.105 -2.501 -0.251  0.01
H: 1.739 0.649 -5.083  0.00
H: 1.495 1.846 -3.816  0.00
H: 0.272 0.608 -4.109  0.00
H: 3.111 0.064 -3.128  0.00
H: 0.874 -2.004 -3.306  0.00
H: 2.609 -2.271 -3.221  0.00
H: 1.896 -1.620 -4.694  0.00
H: 2.221 1.662 0.232  0.00
H: 1.257 3.101 -2.281  0.00
H: 1.499 3.775 -0.678  0.00
H: 0.216 2.608 -0.946  0.00
H: 3.691 2.136 -2.427  0.00
H: 4.412 1.569 -0.920  0.00
H: 3.791 3.203 -1.034  0.00
H: 2.799 -0.636 0.503  -0.02
H: 4.099 -1.721 -2.058  0.00
H: 4.672 -1.995 -0.423  0.00
H: 4.700 -0.376 -1.097  0.00
H: 2.071 -3.077 -1.178  0.00
H: 1.089 -2.457 0.136  0.00
H: 2.724 -3.054 0.462  0.00

Output
- expectation value of S² = 0.814
- total charge = -1
- E_HOMO (spin up / spin down) (Ha) = -0.1431 / -0.1418
- lowest unoccupied orbital energy (spin up / spin down) (eV) = 2.6 / 2.6
- 2S+1 = 2